Molecular formula: C7H9FO2
Method: DFT, wB97M-V/def2-TZVPD

**Gap between HOMO and LUMO (spin up / spin down)**: 7.31 / 7.32 eV
**F_max**: 0.1390 Eh/bohr
**E_HOMO (spin up / spin down)**: -7.62 / -7.63 eV
**ΔE to the lowest compared entry with this formula, charge and spin**: 105.05 kcal per mole
**DFT total energy**: -14211.27233 eV

```
! RIJCOSX wB97M-V def2-TZVPD def2/J DEFGRID3
* xyz 0 1
C 1.5474 -0.8210 0.7279
C 0.3830 -0.1434 -0.7579
C 1.5566 0.0783 1.7805
C -0.9692 0.2417 -0.1201
C 0.1685 0.8631 2.0155
C -0.9907 0.1921 1.4031
C -0.2815 -0.4667 -3.0431
O 2.3339 0.1275 2.6874
O 0.7195 -0.4828 -1.9541
F 2.5844 -1.4324 0.0922
H -1.0890 1.2688 -0.6521
H -1.8049 -0.3875 -0.6130
H -0.0237 0.9904 3.0825
H 0.4261 1.8910 1.7770
H -2.0245 0.6132 1.7016
H -0.8888 -0.9140 1.7086
H -1.1269 0.2092 -2.7376
H -0.7970 -1.4521 -3.0761
H 0.2768 -0.3754 -4.0222
*
```